9
Properties=species:S:1:pos:R:3:forces:R:3 method="wB97M-V/def2-TZVPD" orbital_gap_ev=7.86 homo_ev=-9.0 multiplicity=1 smiles="C#CC(C)=S" energy_ev=-15044.289
C -2.3311 -0.8549 -0.0066 1.80 1.19 0.38
C -1.2046 -0.3985 -0.0933 -0.37 -1.90 0.12
C 0.1159 0.1591 -0.0361 1.53 0.78 0.07
C -0.1191 1.6684 0.0262 -3.32 1.53 -0.03
S 1.6183 -0.5534 0.0188 -2.07 0.52 -0.14
H -3.3199 -0.8785 0.3541 -0.69 -0.48 -0.28
H 0.0856 2.3642 -0.8090 1.55 -0.65 0.49
H -1.2150 1.7105 -0.2062 0.36 0.01 0.36
H -0.2110 2.2131 1.0202 1.20 -0.99 -0.97

=====

37
Properties=species:S:1:pos:R:3:forces:R:3 method="wB97M-V/def2-TZVPD" orbital_gap_ev=9.45 homo_ev=-15.6 multiplicity=1 energy_ev=-19560.701 total_charge=+2
Be 0.7325 0.9217 -1.3187 -1.19 0.00 -0.35
N -0.6874 1.5306 -2.2496 -0.90 -0.97 -0.30
C -0.9043 2.9174 -1.7941 -1.16 0.99 0.89
C 0.3088 3.4699 -1.0017 0.18 -0.11 0.45
N 1.4056 2.4661 -1.0869 -0.50 0.61 -0.34
C 2.4609 2.2120 -0.0640 -0.21 1.30 0.32
C 3.0432 0.8610 -0.5171 0.73 -0.09 1.35
N 2.2453 0.2297 -1.5800 0.04 0.34 -0.33
H -1.5741 0.9995 -2.0700 1.23 0.45 -0.12
H -0.6430 1.5404 -3.2604 0.26 -0.11 -0.29
H -1.2015 3.5648 -2.6296 0.34 -0.18 0.20
H -1.7830 2.9153 -1.1131 0.58 0.04 -0.43
H 0.6401 4.4239 -1.3782 0.12 0.28 -0.32
H 0.0584 3.6656 0.0342 -0.10 -0.30 0.23
H 1.8473 2.6983 -1.9840 0.27 -0.20 0.41
H 3.2225 3.0310 -0.0624 -0.53 -0.77 -0.04
H 2.0166 2.2031 0.9690 0.22 -0.19 -1.14
H 4.0716 0.9844 -0.8153 0.32 -0.08 -0.19
H 3.0216 0.1503 0.2981 0.20 0.05 0.36
H 2.6188 0.5202 -2.4551 0.38 0.14 -1.09
H 2.4130 -0.7515 -1.5389 -0.14 -0.93 -0.03
N -0.0128 -0.0195 -0.2042 -1.36 -1.64 1.39
C -0.6211 -0.9318 0.2444 1.28 0.91 -0.64
N -1.1614 -2.0017 0.7004 -0.45 0.39 0.34
C -0.3621 -3.1189 1.2088 1.57 -0.40 1.08
C -0.7062 -3.5018 2.6801 -0.92 -0.06 -0.51
O -2.1293 -3.7152 2.8302 0.72 0.95 -0.55
C -2.8279 -2.5310 2.4443 -0.20 0.29 0.16
C -2.6095 -2.1740 0.9517 -0.39 -1.49 0.02
H 0.6983 -2.8103 1.1917 -0.38 -0.20 -0.07
H -0.4660 -3.9890 0.5661 -0.29 0.04 -0.19
H -0.3804 -2.7269 3.3796 0.01 0.11 -0.07
H -0.1881 -4.4394 2.9382 -0.32 0.34 -0.20
H -2.5594 -1.6482 3.0722 0.32 -0.51 -0.30
H -3.8993 -2.6604 2.6615 0.37 -0.34 -0.37
H -3.1456 -1.2888 0.6915 -0.29 0.70 -0.14
H -2.9420 -2.9967 0.2614 0.20 0.63 0.80

=====

18
Properties=species:S:1:pos:R:3:forces:R:3 method="wB97M-V/def2-TZVPD" orbital_gap_ev=10.44 homo_ev=-10.0 multiplicity=1 smiles="C/C=N/C=O.[H][H].C=C" energy_ev=-8898.483
C -0.7248 -2.0619 0.2576 -0.04 0.04 0.05
C -0.3935 -1.0522 -0.7918 -0.13 0.04 -0.03
N -1.2024 -0.1253 -1.1225 0.28 -0.34 -0.03
C -0.7627 0.7396 -2.1447 0.19 -0.05 -0.25
O -0.1745 0.4017 -3.1439 -0.29 0.14 0.40
H 0.1524 -2.2928 0.8691 -0.10 0.05 -0.10
H -1.5313 -1.6975 0.8942 0.03 -0.04 -0.07
H -1.0475 -2.9990 -0.2110 0.06 0.12 -0.02
H 0.5857 -1.1354 -1.2804 -0.12 0.05 0.03
H -1.0502 1.7872 -1.9462 0.06 -0.11 -0.09
H -1.6812 1.8598 1.1863 -0.06 -0.01 -0.03
H -1.7475 1.3245 0.6705 -0.02 0.09 0.10
C 1.2479 1.4034 1.3271 0.15 -0.12 -0.01
C 1.9395 0.3448 0.9225 -0.02 0.15 0.09
H 1.2755 2.3462 0.7863 0.00 -0.15 0.04
H 0.6298 1.3765 2.2202 0.09 -0.03 -0.12
H 2.5638 0.3729 0.0330 -0.09 0.03 0.10
H 1.9210 -0.5925 1.4738 0.00 0.14 -0.05

=====

99
Properties=species:S:1:pos:R:3:forces:R:3 method="wB97M-V/def2-TZVPD" orbital_gap_ev="3.37 / 5.42" homo_ev="0.0 / -2.0" multiplicity=2 energy_ev=-167781.519 total_charge=-2 s_squared=0.7641
Hg -0.0016 0.2568 0.3444 0.53 0.46 -0.17
N 2.9073 -1.5606 -1.2838 -0.09 -0.36 -0.10
C 3.3232 -0.2729 -1.2695 -0.03 0.56 0.18
N 4.4626 0.0115 -1.9175 0.41 -0.37 -0.32
C 4.8224 1.2944 -1.8397 -0.63 0.25 0.47
N 6.0324 1.6313 -2.3924 0.46 -0.04 -0.23
N 4.1442 2.2666 -1.2648 0.87 0.08 -0.52
C 3.0116 1.8853 -0.6384 -0.68 0.88 0.45
N 2.5987 0.6023 -0.5772 -0.30 -0.72 -0.16
C 2.2046 2.9091 -0.0398 1.01 -1.03 -0.73
C 2.5567 4.2641 -0.1897 -0.05 0.75 0.13
C 1.7702 5.2325 0.3745 0.51 -0.18 -0.33
C 0.6409 4.8356 1.0982 -0.49 -0.11 0.36
C 0.3585 3.4857 1.1940 -0.16 0.42 0.22
N 1.0957 2.5390 0.6374 -1.03 -0.79 0.10
H 3.3378 -2.1390 -1.9877 -0.01 0.11 0.02
H 1.9012 -1.6685 -1.1680 0.14 -0.05 -0.05
H 6.3950 0.9731 -3.0615 -0.06 0.04 -0.01
H 6.1334 2.6081 -2.6071 -0.01 -0.01 -0.01
H 3.4432 4.4928 -0.7592 0.04 0.05 -0.01
H 2.0103 6.2830 0.2710 0.07 0.05 -0.06
H -0.0096 5.5550 1.5674 -0.11 0.07 0.11
H -0.5154 3.1499 1.7364 -0.11 -0.07 -0.01
Cl -0.6868 2.3677 7.9427 0.01 0.06 0.28
C -0.9770 1.9687 6.2900 -0.01 0.00 0.01
C 0.0682 1.5784 5.4596 -0.11 0.06 0.04
Cl 1.6630 1.5130 6.1079 0.28 -0.02 0.13
C -0.1468 1.2748 4.1335 -0.10 -0.11 -0.11
Cl 1.1883 0.7958 3.1521 -0.29 0.53 0.45
C -1.4410 1.3489 3.5112 0.04 0.16 0.47
O -1.6649 1.1281 2.3084 0.08 -0.01 -0.54
C -2.4791 1.7437 4.4235 -0.09 -0.02 -0.01
Cl -4.0731 1.8512 3.7763 -0.17 -0.01 -0.21
C -2.2575 2.0424 5.7484 0.23 -0.02 -0.02
Cl -3.5620 2.5401 6.7589 -0.25 0.07 0.18
S -0.2588 -1.0599 -1.8551 -0.20 0.24 -0.19
C -0.8266 -2.5965 -1.2208 0.05 0.25 -0.13
C -1.1682 -3.5601 -2.1656 -0.06 -0.14 -0.01
C -1.6302 -4.8077 -1.8004 -0.07 -0.20 -0.19
C -1.7642 -5.1180 -0.4573 -0.06 -0.20 0.13
C -1.4319 -4.1755 0.4941 -0.02 -0.13 -0.04
C -0.9566 -2.9109 0.1467 0.14 0.20 0.11
S -0.5676 -1.8547 1.4822 -0.26 0.28 0.06
H -1.0604 -3.3006 -3.2091 -0.01 -0.01 -0.12
H -1.8899 -5.5316 -2.5618 -0.02 -0.07 -0.06
H -2.1277 -6.0903 -0.1476 -0.03 -0.04 0.00
H -1.5380 -4.3937 1.5470 -0.03 -0.09 0.11
Te 3.0815 -1.1870 2.0215 0.78 -1.40 0.39
C 4.6885 -2.6187 1.7864 -0.29 0.51 0.00
C 4.5287 -3.7908 1.0620 -0.33 -0.01 -0.13
C 5.5675 -4.6968 0.9352 0.05 -0.12 -0.04
C 6.7979 -4.4277 1.5115 0.12 -0.11 -0.01
C 6.9760 -3.2537 2.2230 0.15 -0.09 0.01
C 5.9264 -2.3613 2.3585 0.02 0.23 0.15
C 2.1523 -2.4230 3.5036 0.31 0.36 -0.12
C 2.0138 -1.9747 4.8069 0.17 0.18 0.03
C 1.2892 -2.7089 5.7297 -0.07 -0.01 0.18
C 0.7003 -3.9024 5.3554 -0.11 -0.07 0.12
C 0.8452 -4.3601 4.0574 0.00 -0.20 0.01
C 1.5693 -3.6244 3.1379 0.06 -0.10 -0.23
H 3.5793 -3.9907 0.5835 -0.05 -0.01 -0.03
H 5.4189 -5.6148 0.3810 -0.02 -0.02 -0.05
H 7.6179 -5.1273 1.3996 0.00 -0.02 0.01
H 7.9349 -3.0387 2.6772 0.04 0.05 0.02
H 6.0683 -1.4481 2.9204 0.01 0.05 0.03
H 2.4546 -1.0330 5.1011 0.01 0.04 0.01
H 1.1680 -2.3375 6.7378 0.01 0.06 0.08
H 0.1110 -4.4637 6.0694 -0.02 -0.03 0.02
H 0.3593 -5.2761 3.7502 0.00 -0.09 -0.04
H 1.6470 -3.9661 2.1150 -0.07 -0.02 -0.06
C -2.4291 0.8146 -6.1823 0.06 0.26 0.02
C -2.0113 2.0213 -5.3477 0.05 -0.22 0.07
C -1.5433 1.6220 -3.9502 0.34 0.48 -0.39
N -2.6572 1.2503 -3.1223 -0.41 -0.58 0.50
C -2.6952 1.4605 -1.7939 1.15 1.04 -0.53
S -1.5724 2.4163 -1.0122 -0.31 -0.16 0.10
N -3.7682 0.9362 -1.1344 -1.04 -0.59 -0.04
C -5.0273 0.7129 -1.7088 0.30 -1.58 1.22
O -5.7232 -0.2373 -1.3650 0.50 1.13 -0.35
C -5.4856 1.7420 -2.6452 -1.06 1.23 -1.07
C -4.9957 3.0595 -2.6146 -0.11 -0.71 0.35
C -5.5583 4.0349 -3.4028 -0.30 0.34 -0.39
C -6.6288 3.7418 -4.2420 0.15 -0.24 0.19
C -7.1248 2.4437 -4.2805 -0.18 0.41 -0.37
C -6.5633 1.4589 -3.5005 0.65 -0.38 0.61
H -2.6109 1.1060 -7.2158 -0.08 -0.07 -0.09
H -3.3403 0.3686 -5.7914 -0.15 -0.15 -0.01
H -1.6447 0.0606 -6.1652 0.04 -0.11 -0.05
H -2.8475 2.7193 -5.2580 0.05 0.10 -0.02
H -1.1926 2.5400 -5.8504 0.02 0.03 0.03
H -1.0505 2.4616 -3.4536 -0.04 -0.18 -0.09
H -0.8225 0.7936 -4.0054 -0.09 0.10 0.10
H -3.2852 0.5453 -3.4858 0.22 -0.03 0.05
H -3.6159 0.6222 -0.1830 0.06 -0.04 0.02
H -4.1911 3.3213 -1.9449 0.11 0.03 0.08
H -5.1694 5.0438 -3.3629 0.02 0.02 0.03
H -7.0740 4.5170 -4.8500 -0.02 0.03 -0.04
H -7.9636 2.2107 -4.9243 0.00 -0.04 -0.02
H -6.9417 0.4459 -3.5200 -0.07 -0.02 0.04

=====

114
Properties=species:S:1:pos:R:3:forces:R:3 method="wB97M-V/def2-TZVPD" orbital_gap_ev="5.66 / 5.17" homo_ev="-5.9 / -6.7" multiplicity=3 energy_ev=-94807.293 s_squared=2.0303
Ti -1.1597 1.6878 -1.8255 0.21 0.73 -1.95
C 1.3018 -4.8833 -3.8402 -0.31 -2.54 -0.43
C 1.1890 -4.5671 -2.3396 -0.40 0.01 -0.07
C 0.4270 -5.7483 -1.6573 2.08 0.68 0.55
C 2.5549 -4.2267 -1.7058 0.66 -2.43 0.09
C 0.3076 -3.3512 -2.2463 -1.02 2.10 -0.14
C 0.8407 -2.0337 -2.1849 -0.27 -1.65 0.19
C -0.0049 -0.9362 -2.0329 0.66 1.38 -0.68
N 0.3481 0.4512 -1.9637 1.44 -1.77 0.74
C 1.5085 0.9935 -1.4435 -0.08 -2.66 0.34
C 2.4995 0.2142 -0.7931 -0.52 1.07 -0.53
C 3.6476 0.8397 -0.4435 0.33 0.67 -0.50
C 3.8700 2.1961 -0.8224 -0.79 0.58 -0.05
C 2.8795 3.0555 -1.3126 -0.38 -1.22 1.10
C 1.6195 2.3946 -1.4801 -1.78 1.14 -1.49
O 0.4454 2.9382 -1.8324 1.34 0.49 0.46
C 2.9984 4.5649 -1.4434 -0.63 0.11 -0.75
C 2.8867 4.9391 -2.9385 1.62 -1.70 0.11
C 4.3294 5.1246 -0.8589 -0.76 -0.12 -0.89
C 1.7784 5.2460 -0.8451 -0.44 0.99 1.29
C 4.8330 0.0820 0.0575 0.73 -0.20 -0.82
C 4.4777 -1.1005 0.9232 -0.79 -0.86 1.48
C 5.7706 1.0019 0.8634 -1.19 0.01 0.38
C 5.4941 -0.4392 -1.2297 1.54 -0.33 0.47
C -1.4073 -1.0920 -2.1585 0.72 0.46 0.72
O -2.1146 -0.0078 -2.2042 -0.42 0.28 0.47
C -1.9550 -2.3685 -2.1378 -0.56 -1.18 -1.65
C -1.1237 -3.4717 -2.2858 1.27 1.29 0.51
C -3.4766 -2.4871 -2.1679 -0.25 -0.08 0.30
C -3.8700 -2.0934 -0.6918 1.81 0.42 -1.28
C -4.1249 -1.5544 -3.2288 -1.68 -1.18 -0.55
C -3.9779 -3.9212 -2.5032 0.74 -0.11 1.26
H 1.7707 -5.9083 -4.0893 -0.27 1.46 0.67
H 1.8107 -4.1347 -4.4136 0.31 0.53 -0.20
H 0.2750 -5.0103 -4.2434 0.49 0.37 0.13
H 1.1595 -6.5195 -1.4253 0.02 -0.17 0.19
H -0.2448 -6.1770 -2.3401 -1.13 -0.51 -0.86
H -0.0932 -5.4505 -0.7512 0.05 0.04 0.07
H 3.1931 -5.1953 -1.5915 -0.97 1.63 -0.34
H 2.4404 -3.8172 -0.7016 -0.05 0.08 -0.05
H 3.0970 -3.5263 -2.3395 0.14 -0.07 0.11
H 1.9113 -1.8970 -2.2938 -0.23 0.09 0.19
H 2.3236 -0.8173 -0.6233 -0.09 -0.61 0.24
H 4.8684 2.5561 -0.6394 -0.04 0.40 -0.06
H 3.6578 4.3108 -3.4155 0.18 0.86 -0.39
H 2.9926 5.9963 -3.0882 0.30 0.48 -0.23
H 1.9938 4.5785 -3.4057 -0.93 -0.09 0.12
H 5.1835 4.7303 -1.4177 -0.06 0.27 -0.05
H 4.4973 4.9063 0.1697 -0.16 -0.65 0.93
H 4.3098 6.2120 -0.8683 0.08 0.15 -0.51
H 0.7837 5.0194 -1.2524 0.75 -0.34 -0.24
H 1.9063 6.3311 -0.9812 0.07 -0.13 0.28
H 1.6894 5.0325 0.2231 0.07 0.18 0.14
H 3.9984 -0.7161 1.8819 0.49 -0.61 -1.04
H 5.4085 -1.6585 1.2080 -0.81 0.44 -0.24
H 3.7633 -1.8420 0.4616 0.78 0.81 0.36
H 5.0582 1.6874 1.3724 0.92 -0.18 0.15
H 6.4557 1.5797 0.2525 0.13 0.01 -0.02
H 6.3080 0.4100 1.5991 0.24 0.15 0.04
H 4.7826 -0.8868 -1.8953 -0.48 -0.33 -0.26
H 6.2342 -1.2125 -0.9448 -0.14 0.29 -0.30
H 6.0283 0.3359 -1.7981 -0.21 -0.03 0.24
H -1.5914 -4.4166 -2.4468 -0.01 -0.54 0.12
H -3.3166 -1.1517 -0.4754 -0.49 -0.67 0.17
H -3.5385 -2.8803 -0.0039 -0.23 0.19 -0.07
H -4.8998 -1.8941 -0.6448 -1.57 0.05 0.36
H -3.9326 -0.5055 -3.0989 0.06 0.18 0.14
H -5.2636 -1.7297 -3.1968 1.51 0.29 -0.01
H -3.8161 -1.8482 -4.2680 -0.08 0.19 0.88
H -3.5636 -4.6223 -1.7049 -0.48 0.52 -1.27
H -3.7044 -4.2223 -3.5350 0.00 0.00 0.66
H -5.0676 -3.9575 -2.4074 0.11 0.07 -0.07
C -2.3184 -2.4849 8.0860 0.72 -0.54 0.59
C -2.7179 -2.0897 6.6865 -0.66 -0.63 1.00
C -4.0355 -2.3830 6.3033 -1.31 -0.02 0.68
C -4.3864 -2.3600 4.9481 0.12 -0.63 1.10
C -3.4243 -1.9599 4.0460 0.16 2.46 0.25
C -2.2763 -1.2542 4.5162 -0.17 -0.99 -0.38
N -1.6077 -0.4248 3.5888 1.12 0.22 -3.10
C -1.4417 0.9629 3.5810 -0.88 0.71 -0.01
C -1.3233 1.6990 4.7893 0.12 -0.11 -0.33
C -1.4672 3.0627 4.9019 -0.80 -0.13 -3.05
C -1.7630 3.7568 3.6940 0.46 -0.74 -0.06
C -1.7251 3.1415 2.4446 0.30 -1.09 0.04
C -1.5335 1.7393 2.3418 0.31 -0.55 1.66
C -1.4852 1.0201 1.0589 -1.72 0.69 -2.14
O -1.7128 1.7912 -0.0557 0.29 -1.08 3.85
O -1.4013 -0.2141 0.9754 0.41 1.06 -0.14
C -1.7898 -1.5427 5.8129 -0.35 0.29 -1.31
C -0.3229 -1.4129 6.1333 -0.14 0.30 0.29
H -3.2089 -2.8994 8.6188 0.85 0.35 -0.28
H -1.8953 -1.6259 8.6770 -0.32 -0.85 -0.49
H -1.5220 -3.3128 8.0237 -1.07 1.19 0.27
H -4.8532 -2.5996 7.1004 1.73 0.14 -1.45
H -5.3969 -2.6530 4.6508 0.45 0.05 -0.10
H -3.7108 -1.7665 3.0266 0.03 -0.21 -0.39
H -1.5905 -0.6929 2.5132 -0.25 0.03 2.39
H -1.0728 1.1582 5.6545 0.03 -0.80 1.06
H -1.4533 3.6060 5.8151 0.19 0.09 0.69
H -1.9810 4.7864 3.7133 -0.12 1.18 0.16
H -1.8437 3.6691 1.4809 0.03 -0.12 0.86
H -0.1898 -0.9592 7.1424 0.33 0.07 -0.91
H 0.2369 -0.9607 5.2926 -0.39 0.36 0.76
H 0.1114 -2.4064 6.1889 -0.07 -0.40 0.24
C -3.9860 3.7744 -4.0937 0.72 -0.84 -1.04
S -2.3768 4.0270 -3.3426 -0.64 -2.44 1.73
C -1.5523 5.0955 -4.4008 1.27 0.36 -0.69
O -1.7827 2.5668 -3.5120 -0.83 2.23 -0.29
H -3.7914 2.8739 -4.7945 -0.64 1.59 0.98
H -4.2514 4.7067 -4.5997 -0.24 -0.33 -0.11
H -4.6992 3.5360 -3.2971 0.23 -0.04 -0.29
H -2.1138 6.0267 -4.4777 0.12 0.02 0.15
H -1.4651 4.6236 -5.3661 0.13 -0.05 -0.51
H -0.5410 5.2428 -3.9604 -0.69 0.05 -0.31